Run i
Below is a structure of composition C6H15N, with properties calculated with the ωB97M-V functional and the def2-TZVPD basis.

Summary:
orbital gap	8.00	eV
highest occupied orbital energy	-0.2948	Eh
lowest unoccupied orbital energy	-0.0219	eV

```
! RIJCOSX wB97M-V def2-TZVPD def2/J DEFGRID3
* xyz 0 1
C 1.97539 -1.27135 0.29640
N 0.97028 -0.37187 0.78832
C 0.52810 0.50727 -0.09882
C -0.87371 1.02488 0.17647
C -2.02332 0.03703 -0.06408
C -2.05448 -1.23150 0.78180
C 1.51326 1.66505 -0.31057
H 2.08937 -2.07278 1.01747
H 1.69299 -1.73614 -0.67380
H 2.93797 -0.79115 0.06616
H 0.49914 -0.22226 -1.25940
H 0.61710 -0.45033 -2.04572
H -1.06643 1.83780 -0.52603
H -0.95064 1.45655 1.17565
H -2.05034 -0.21915 -1.12574
H -2.96300 0.59211 0.04579
H -2.15614 -1.04276 1.84327
H -2.77752 -1.95372 0.40105
H -1.07450 -1.68945 0.65023
H 2.51579 1.29982 -0.49228
H 1.24067 2.28452 -1.17578
H 1.41005 2.34743 0.52961
*
```

Run ii
Below is the molecule C6H15N, with properties calculated with the ωB97M-V functional and the def2-TZVPD basis.

Summary:
orbital gap	9.30	eV
highest occupied orbital energy	-0.2986	Eh
lowest unoccupied orbital energy	1.1720	eV
SMILES	CCN[C@@H](C)CC

```
! RIJCOSX wB97M-V def2-TZVPD def2/J DEFGRID3
* xyz 0 1
C 1.94414 -1.26000 2.07491
C 0.51957 -0.69996 1.85712
N 0.49267 0.26404 0.81122
C -0.53563 0.16392 -2.77586
C 0.00036 0.87174 -1.49949
C -0.49278 0.19458 -0.22502
C -1.84462 0.82212 0.19542
H 1.92541 -2.12878 2.73825
H 2.58114 -0.47636 2.50253
H 2.33899 -1.50379 1.09686
H 0.13431 -0.47717 2.86172
H -0.04833 -1.58941 1.56764
H 1.30102 0.85726 0.78591
H -0.34163 -0.90301 -2.73021
H -1.58112 0.38327 -2.98178
H -0.02701 0.63507 -3.61609
H -0.41084 1.88435 -1.60874
H 1.07025 1.03634 -1.65198
H -0.62691 -0.86042 -0.45603
H -1.56676 1.51167 0.98376
H -2.39687 1.20789 -0.65392
H -2.43535 0.06666 0.72378
*
```

Run iii
Below is the molecule C6H15N, with properties calculated with the ωB97M-V functional and the def2-TZVPD basis.

Summary:
orbital gap	9.76	eV
highest occupied orbital energy	-0.3168	Eh
lowest unoccupied orbital energy	1.1339	eV
SMILES	CCC[C@@H](C)NC

```
! RIJCOSX wB97M-V def2-TZVPD def2/J DEFGRID3
* xyz 0 1
C 2.21029 0.02054 -0.91841
N 1.38623 1.10506 -0.38732
C 0.44412 0.77132 0.71114
C -0.53525 -0.33989 0.31705
C -1.51755 0.03807 -0.76399
C -2.68842 -0.95701 -0.82846
C 1.23343 0.42383 1.95402
H 2.84872 0.44896 -1.68623
H 2.84338 -0.37928 -0.12353
H 1.62920 -0.83434 -1.26804
H 0.81810 1.43785 -1.16050
H -0.08126 1.72697 0.79305
H -1.00401 -0.63121 1.26572
H 0.09769 -1.19310 0.07201
H -1.04468 0.15645 -1.73801
H -1.91081 1.02169 -0.50068
H -3.03176 -1.21441 -1.82464
H -2.42793 -1.93062 -0.39977
H -3.52338 -0.61485 -0.21174
H 0.52366 0.08802 2.70700
H 1.88448 -0.42527 1.76990
H 1.84577 1.28124 2.22143
*
```

Stability verdict: run iii, ahead by 0.0138 hartree